# 1
C5H38O13S2 as an isolated structure in a non-equilibrium geometry, computed with ωB97M-V/def2-TZVPD.

Summary:
- orbital gap (eV) = 7.38
- 2S+1 = 1
- charge = 0

Cartesian coordinates (Å):
C (0.292, 0.569, -2.365)
C (0.319, -0.941, -2.581)
C (1.314, 1.083, -1.360)
S (1.041, 0.453, 0.322)
S (2.387, 1.259, 1.501)
C (-0.642, 1.128, 0.597)
C (-0.933, 1.483, 2.040)
H (0.492, 1.056, -3.324)
H (-0.726, 0.919, -2.140)
H (-0.125, -1.494, -1.747)
H (-0.271, -1.215, -3.455)
H (1.356, -1.274, -2.660)
H (1.298, 2.169, -1.359)
H (2.322, 0.797, -1.661)
H (-1.328, 0.340, 0.267)
H (-0.786, 2.008, -0.034)
H (-0.392, 2.377, 2.339)
H (-1.994, 1.703, 2.169)
H (-0.724, 0.670, 2.739)
H (-0.414, -1.907, 2.359)
H (0.594, -2.087, 3.528)
O (0.084, -2.576, 2.832)
H (-2.088, 1.569, -3.914)
H (-2.260, 0.812, -2.556)
O (-1.966, 1.651, -2.969)
H (3.124, -3.000, 0.239)
H (4.323, -2.056, 0.425)
O (3.982, -2.754, -0.168)
H (1.330, -0.183, 4.576)
H (2.439, -1.093, 4.022)
O (1.575, -1.137, 4.457)
H (-2.943, 1.324, -0.432)
H (-2.877, 2.628, -1.223)
O (-2.895, 2.293, -0.331)
H (-0.439, 3.980, 0.769)
H (-1.343, 2.800, 0.290)
O (-0.408, 3.047, 0.502)
H (1.033, 2.041, 3.805)
H (1.803, 1.987, 5.103)
O (1.050, 1.587, 4.652)
H (1.264, -3.248, 1.730)
H (2.109, -4.565, 1.429)
O (1.721, -3.773, 1.026)
H (-0.426, 2.327, -2.449)
H (0.287, 2.950, -1.204)
O (0.417, 2.730, -2.159)
H (-2.878, -1.153, -1.183)
H (-4.101, -0.294, -1.529)
O (-3.144, -0.231, -1.421)
H (-1.062, -4.240, 1.489)
H (0.013, -4.088, 0.406)
O (-0.937, -4.283, 0.539)
H (1.769, 1.861, -2.747)
H (3.204, 2.162, -3.229)
O (2.578, 1.447, -3.119)
H (-2.829, -3.452, -1.595)
H (-1.955, -3.326, -0.354)
O (-2.637, -2.842, -0.882)

---

# 2
The molecule C4H5NO in a non-equilibrium geometry, computed with ωB97M-V/def2-TZVPD.

Summary:
- orbital gap (eV) = 9.13
- 2S+1 = 1
- charge = 0
- SMILES string = Nc1ccoc1

Cartesian coordinates (Å):
N (-1.148, 1.255, -0.741)
C (-0.325, 0.242, -0.288)
C (0.928, 0.437, 0.366)
C (1.295, -0.758, 0.846)
O (0.398, -1.677, 0.458)
C (-0.540, -1.085, -0.400)
H (-2.107, 0.948, -0.819)
H (-1.087, 2.080, -0.161)
H (1.513, 1.334, 0.417)
H (2.146, -1.070, 1.438)
H (-1.072, -1.706, -1.116)

---

# 3
C13H14BrN2SSeSn as an isolated structure in a non-equilibrium geometry, computed with ωB97M-V/def2-TZVPD.

Summary:
- orbital gap (eV) = 7.05
- 2S+1 = 1
- charge = +1

Cartesian coordinates (Å):
Sn (0.776, -1.609, 0.483)
Br (3.738, -1.686, 0.125)
C (3.882, 0.231, 0.125)
C (5.141, 0.756, 0.036)
C (5.314, 2.142, -0.082)
C (4.228, 2.967, -0.060)
C (2.921, 2.456, 0.084)
C (1.805, 3.316, 0.129)
C (0.538, 2.825, 0.253)
C (0.328, 1.439, 0.308)
C (1.395, 0.587, 0.269)
C (2.723, 1.040, 0.166)
H (6.003, 0.109, 0.043)
H (6.310, 2.536, -0.213)
H (4.348, 4.037, -0.151)
H (1.970, 4.383, 0.050)
H (-0.314, 3.490, 0.297)
H (-0.689, 1.063, 0.366)
C (-3.985, -2.115, 1.763)
N (-2.800, -1.902, 0.959)
C (-2.778, -1.793, -0.368)
S (-1.307, -1.459, -1.184)
N (-3.909, -1.867, -1.056)
C (-4.074, -1.723, -2.484)
H (-3.698, -2.077, 2.809)
H (-4.441, -3.088, 1.570)
H (-4.717, -1.322, 1.590)
H (-1.918, -2.085, 1.424)
H (-4.756, -2.066, -0.542)
H (-3.104, -1.679, -2.965)
H (-4.626, -0.811, -2.718)
H (-4.626, -2.577, -2.871)
Se (0.321, -3.517, 1.845)

---

# 4
A 3-piece molecular cluster, C3H9N3O6 overall in a non-equilibrium geometry, computed with ωB97M-V/def2-TZVPD.

Summary:
- orbital gap (eV) = 10.41
- 2S+1 = 1
- charge = 0
- SMILES string = C[N+](=O)[O-].C[N+](=O)[O-].C[N+](=O)[O-]

Cartesian coordinates (Å):
C (5.949, -27.434, -15.720)
N (4.683, -28.311, -15.653)
O (4.720, -29.346, -14.992)
O (3.786, -27.987, -16.418)
H (6.461, -27.379, -14.759)
H (5.758, -26.477, -16.207)
H (6.531, -28.043, -16.412)
C (0.421, -28.015, -17.697)
N (1.140, -27.366, -16.586)
O (2.196, -26.903, -16.780)
O (0.553, -27.425, -15.453)
H (0.847, -27.839, -18.685)
H (-0.627, -27.715, -17.703)
H (0.444, -29.101, -17.601)
C (2.864, -25.860, -14.447)
N (4.352, -25.752, -14.623)
O (4.807, -25.168, -15.593)
O (4.969, -26.070, -13.610)
H (2.515, -26.267, -15.396)
H (2.494, -24.899, -14.090)
H (2.737, -26.557, -13.619)

---

# 5
A 2-piece molecular cluster, C9H14 overall in a non-equilibrium geometry, computed with ωB97M-V/def2-TZVPD.

Summary:
- orbital gap (eV) = 10.03
- 2S+1 = 1
- charge = 0
- SMILES string = Cc1ccccc1.CC

Cartesian coordinates (Å):
C (-2.734, 2.109, -1.556)
C (-1.369, 1.736, -1.075)
C (-0.923, 2.106, 0.180)
C (0.294, 1.566, 0.631)
C (1.032, 0.715, -0.146)
C (0.604, 0.345, -1.421)
C (-0.581, 0.896, -1.891)
H (-3.359, 2.506, -0.757)
H (-3.259, 1.230, -1.937)
H (-2.723, 2.821, -2.385)
H (-1.490, 2.882, 0.675)
H (0.624, 1.881, 1.615)
H (1.880, 0.225, 0.314)
H (1.141, -0.381, -2.012)
H (-0.811, 0.715, -2.934)
C (0.836, -2.413, 1.252)
C (2.128, -2.902, 1.884)
H (0.530, -1.421, 1.570)
H (0.748, -2.441, 0.167)
H (-0.004, -3.029, 1.598)
H (1.930, -3.750, 2.541)
H (2.633, -2.185, 2.535)
H (2.871, -3.213, 1.153)

---

# 6
A 2-piece molecular cluster, C3H8OS overall in a non-equilibrium geometry, computed with ωB97M-V/def2-TZVPD.

Summary:
- orbital gap (eV) = 9.84
- 2S+1 = 1
- charge = 0
- SMILES string = CC=O.CS

Cartesian coordinates (Å):
C (-0.568, -0.645, 3.056)
C (-1.231, -1.966, 2.705)
O (-0.801, -3.044, 3.012)
H (-1.343, 0.114, 2.919)
H (0.163, -0.421, 2.275)
H (-0.149, -0.612, 4.053)
H (-2.192, -1.857, 2.164)
C (0.744, 1.036, -3.284)
S (2.031, 2.248, -2.876)
H (0.003, 1.463, -3.945)
H (1.148, 0.070, -3.561)
H (0.129, 0.817, -2.403)
H (2.067, 2.798, -4.116)

---

Number 1: HOMO level -0.2716 Ha, calculated total energy -54080.3942 eV. Number 2: HOMO level -0.2946 Ha, calculated total energy -7765.2886 eV. Number 3: HOMO level -0.4221 Ha, calculated total energy -168738.1923 eV. Number 4: HOMO level -0.3918 Ha, calculated total energy -20001.2513 eV. Number 5: HOMO level -0.3301 Ha, calculated total energy -9559.7003 eV. Number 6: HOMO level -0.3381 Ha, calculated total energy -16122.5527 eV.